ORCA calculation (ωB97M-V with the def2-TZVPD basis set) on a cluster of 2 separate species, C2H7O2 in total in a non-equilibrium geometry.

```
! wB97M-V def2-TZVPD RIJCOSX def2/J DEFGRID3
* xyz 1 1
O -1.58 1.38 1.99
H -1.20 2.27 1.92
H 0.79 -2.38 -0.64
H -1.67 1.25 2.92
C 1.13 -1.34 -0.75
C 0.10 -0.37 -0.81
O 0.13 0.62 -1.58
H 1.76 -1.20 0.14
H 1.77 -1.28 -1.64
H -0.69 -0.28 -0.05
H -0.54 1.32 -1.49
*
```

- Relative energy (zero: lowest compared OMol25 entry of this formula, charge and spin): 0.7986 eV
- Maximum force: 0.0560 Eh/bohr
- Frontier orbital gap: 9.39 eV

ORCA calculation (ωB97M-V with the def2-TZVPD basis set) on an isolated molecule of C17H17N3O3S.

```
! wB97M-V def2-TZVPD RIJCOSX def2/J DEFGRID3
* xyz 0 1
C 7.19 -1.14 0.43
C 6.70 -0.35 -0.78
H 6.97 0.71 -0.67
H 7.12 -0.75 -1.71
O 5.29 -0.46 -0.94
C 4.53 0.36 -0.22
O 4.98 1.20 0.54
C 3.10 0.15 -0.45
C 2.60 -0.83 -1.31
N 1.32 -1.01 -1.53
C 0.49 -0.19 -0.88
N 0.82 0.76 -0.03
C 2.12 0.96 0.20
N 2.45 1.92 1.06
H 1.73 2.49 1.48
H 3.43 2.09 1.23
S -1.19 -0.46 -1.23
C -1.97 0.85 -0.18
C -2.16 0.36 1.25
C -3.10 -0.84 1.27
C -4.38 -0.55 0.55
C -5.53 -1.27 0.87
C -6.73 -1.02 0.21
C -6.79 -0.05 -0.78
C -5.66 0.67 -1.10
C -4.45 0.42 -0.45
C -3.28 1.22 -0.84
O -3.34 2.13 -1.64
H -5.68 1.43 -1.86
H -7.72 0.14 -1.29
H -7.61 -1.59 0.47
H -5.49 -2.02 1.64
H -3.30 -1.14 2.30
H -2.61 -1.68 0.77
H -1.20 0.11 1.68
H -2.60 1.18 1.83
H -1.27 1.69 -0.23
H 3.28 -1.49 -1.83
H 6.89 -2.18 0.35
H 6.77 -0.72 1.34
H 8.27 -1.09 0.48
*
```

- Relative energy (zero: lowest compared OMol25 entry of this formula, charge and spin): 0.0000 eV
- Structure (SMILES): CCOC(=O)c1cnc(S[C@@H]2CCc3ccccc3C2=O)nc1N
- Maximum force: 0.0129 Eh/bohr
- Frontier orbital gap: 8.91 eV

ORCA calculation (ωB97M-V with the def2-TZVPD basis set) on a cluster of 10 separate species, C51H125N9O10 in total in a non-equilibrium geometry.

```
! wB97M-V def2-TZVPD RIJCOSX def2/J DEFGRID3
* xyz 0 1
C -27.88 -10.58 9.62
C -27.09 -10.55 8.33
C -25.71 -11.28 8.44
C -24.75 -10.36 9.17
N -23.55 -10.98 9.75
C -23.96 -11.78 10.91
C -24.35 -10.83 12.02
C -23.47 -9.59 11.68
C -22.70 -9.95 10.43
C -22.73 -11.79 8.82
C -22.21 -11.00 7.59
C -21.74 -11.93 6.50
H -28.84 -10.08 9.44
H -27.36 -10.05 10.39
H -28.05 -11.57 10.03
H -26.94 -9.56 7.99
H -27.72 -11.02 7.49
H -25.41 -11.44 7.41
H -25.87 -12.25 8.99
H -25.23 -9.82 9.97
H -24.42 -9.60 8.47
H -23.09 -12.26 11.27
H -24.65 -12.61 10.64
H -24.04 -11.33 12.92
H -25.36 -10.51 12.10
H -22.74 -9.34 12.45
H -24.09 -8.69 11.51
H -21.78 -10.41 10.67
H -22.54 -9.05 9.76
H -23.35 -12.64 8.53
H -21.97 -12.25 9.45
H -21.41 -10.32 7.76
H -23.08 -10.37 7.26
H -22.56 -12.60 6.27
H -20.85 -12.61 6.69
H -21.49 -11.32 5.65
C -16.71 -5.55 14.01
C -17.65 -6.72 14.24
C -16.90 -8.03 13.72
C -17.63 -9.32 14.13
N -16.90 -10.50 13.65
C -16.88 -10.64 12.13
C -16.65 -12.08 11.78
C -17.05 -12.88 13.03
C -17.62 -11.79 14.03
C -15.48 -10.59 14.17
C -15.40 -10.41 15.75
C -14.36 -11.40 16.29
H -16.60 -5.55 12.91
H -15.78 -5.65 14.61
H -17.09 -4.58 14.36
H -18.56 -6.55 13.68
H -17.91 -6.90 15.32
H -15.90 -7.98 14.19
H -16.77 -7.99 12.65
H -18.61 -9.40 13.61
H -17.74 -9.36 15.26
H -16.10 -10.00 11.75
H -17.95 -10.33 11.90
H -15.65 -12.26 11.44
H -17.22 -12.31 10.88
H -16.24 -13.47 13.42
H -17.98 -13.52 12.81
H -17.44 -11.92 15.05
H -18.73 -11.66 13.93
H -14.95 -9.80 13.62
H -15.10 -11.54 13.77
H -16.40 -10.56 16.22
H -15.12 -9.39 15.99
H -14.72 -12.47 16.09
H -14.22 -11.30 17.37
H -13.45 -11.27 15.71
C -20.92 -11.29 13.16
O -21.91 -12.06 12.98
O -20.06 -10.99 12.25
O -20.75 -10.85 14.34
C -17.21 -10.75 7.02
C -17.56 -10.79 8.50
C -17.19 -9.48 9.25
O -15.80 -9.45 9.59
C -15.18 -8.22 9.50
N -19.02 -10.90 8.66
H -17.83 -9.96 6.53
H -17.38 -11.69 6.59
H -16.14 -10.43 6.91
H -16.91 -11.56 9.02
H -17.83 -9.40 10.20
H -17.49 -8.52 8.75
H -15.63 -7.53 8.77
H -14.19 -8.27 9.09
H -15.16 -7.68 10.48
H -19.39 -11.84 8.31
H -19.25 -11.09 9.61
C -23.41 -8.32 15.78
C -22.30 -7.46 15.24
C -22.23 -6.12 15.91
O -21.27 -5.34 15.19
C -20.94 -4.14 15.87
N -21.05 -8.21 15.49
H -23.30 -9.35 15.45
H -24.31 -7.92 15.40
H -23.31 -8.27 16.89
H -22.51 -7.22 14.15
H -21.85 -6.35 16.93
H -23.24 -5.64 16.08
H -21.87 -3.58 15.98
H -20.26 -3.66 15.23
H -20.51 -4.35 16.83
H -20.20 -7.84 15.10
H -21.20 -9.15 15.07
C -21.05 -16.02 10.73
C -19.79 -15.19 10.89
C -18.64 -15.53 9.84
O -18.31 -16.87 9.78
C -16.99 -17.13 9.35
N -20.16 -13.75 10.77
H -21.55 -16.00 9.71
H -21.74 -15.79 11.55
H -20.82 -17.05 11.06
H -19.27 -15.34 11.88
H -17.74 -14.94 10.18
H -18.95 -15.25 8.82
H -16.30 -16.61 9.96
H -16.82 -16.83 8.31
H -16.86 -18.20 9.53
H -19.46 -13.04 10.90
H -20.87 -13.64 11.51
C -20.85 -5.79 11.47
C -20.83 -7.29 11.20
C -20.36 -7.53 9.75
O -21.38 -7.13 8.85
C -20.92 -7.11 7.54
N -19.92 -8.06 12.09
H -21.40 -5.62 12.38
H -21.34 -5.21 10.63
H -19.83 -5.49 11.67
H -21.88 -7.59 11.17
H -20.21 -8.60 9.62
H -19.38 -7.07 9.49
H -21.76 -7.01 6.90
H -20.27 -7.99 7.33
H -20.30 -6.30 7.31
H -19.96 -9.08 11.84
H -20.28 -8.11 13.06
C -21.37 -16.42 16.62
C -20.78 -15.07 16.27
C -20.16 -14.95 14.89
O -18.97 -15.68 14.69
C -18.02 -15.35 15.60
N -21.96 -14.13 16.20
H -22.13 -16.71 15.85
H -21.77 -16.38 17.63
H -20.55 -17.16 16.54
H -20.04 -14.70 17.00
H -19.96 -13.83 14.81
H -20.95 -15.28 14.19
H -17.19 -15.94 15.40
H -18.21 -15.61 16.64
H -17.75 -14.31 15.57
H -21.70 -13.26 15.72
H -22.26 -13.97 17.17
C -20.21 -10.63 19.29
C -20.33 -11.10 17.88
C -21.82 -10.96 17.53
O -22.58 -11.90 18.20
C -23.76 -11.63 18.87
N -19.48 -10.32 17.00
H -20.56 -9.60 19.53
H -19.14 -10.70 19.59
H -20.79 -11.24 20.03
H -20.13 -12.15 17.91
H -22.02 -11.02 16.45
H -22.22 -10.00 17.88
H -24.61 -11.42 18.16
H -23.74 -10.79 19.56
H -23.97 -12.48 19.57
H -19.66 -10.60 16.03
H -19.74 -9.32 17.04
C -25.94 -15.01 14.76
C -25.19 -13.86 14.15
C -25.19 -12.63 15.11
O -26.34 -11.91 14.94
C -26.52 -10.99 15.98
N -23.84 -14.27 13.78
H -26.89 -14.66 15.12
H -25.30 -15.35 15.57
H -25.97 -15.89 14.06
H -25.80 -13.53 13.30
H -24.36 -11.92 14.93
H -25.07 -12.94 16.14
H -26.35 -11.43 16.97
H -27.47 -10.49 15.84
H -25.75 -10.17 15.96
H -23.26 -13.48 13.45
H -23.36 -14.46 14.66
*
```

- Maximum force: 0.0571 Eh/bohr
- Frontier orbital gap: 7.17 eV

ORCA calculation (ωB97M-V with the def2-TZVPD basis set) on a structure of composition C3H3IO3S in a non-equilibrium geometry.

```
! wB97M-V def2-TZVPD RIJCOSX def2/J DEFGRID3
* xyz 0 1
C 1.04 0.83 0.60
C 0.44 0.41 -0.35
C -0.11 -0.29 -1.53
O 0.36 -1.08 2.19
O -1.19 0.82 2.23
O -1.45 -0.80 0.46
S -0.68 -0.33 1.56
I 1.46 -0.12 -3.01
H 1.48 1.57 1.26
H -1.08 0.25 -2.01
H -0.26 -1.27 -1.40
*
```

- Relative energy (zero: lowest compared OMol25 entry of this formula, charge and spin): 1.9208 eV
- Maximum force: 0.1090 Eh/bohr
- Frontier orbital gap: 9.83 eV

ORCA calculation (ωB97M-V with the def2-TZVPD basis set) on a structure of composition C8H16O in a non-equilibrium geometry.

```
! wB97M-V def2-TZVPD RIJCOSX def2/J DEFGRID3
* xyz 0 1
C 0.89 -0.13 0.44
C 1.85 0.95 0.87
C 1.56 -1.47 0.36
C -1.05 1.36 1.28
C -1.05 1.11 -1.66
C -0.69 -1.37 -1.52
C -0.53 0.09 0.62
C -0.55 -0.04 -0.82
O -1.03 -1.09 1.68
H -1.65 -1.69 1.23
H 2.31 -1.56 1.15
H 1.99 0.89 1.95
H 1.50 1.95 0.63
H 2.83 0.79 0.42
H 2.07 -1.59 -0.60
H 0.85 -2.29 0.47
H -0.78 1.33 2.34
H -0.61 2.28 0.90
H -2.12 1.43 1.10
H 0.19 -1.61 -2.12
H -0.85 2.08 -1.23
H -2.14 1.03 -1.78
H -0.63 1.06 -2.67
H -0.83 -2.19 -0.82
H -1.54 -1.35 -2.21
*
```

- Relative energy (zero: lowest compared OMol25 entry of this formula, charge and spin): 2.4119 eV
- Maximum force: 0.0832 Eh/bohr
- Frontier orbital gap: 8.73 eV

ORCA calculation (ωB97M-V with the def2-TZVPD basis set) on a cluster of 2 separate species, C4H14N2Si in total in a non-equilibrium geometry.

```
! wB97M-V def2-TZVPD RIJCOSX def2/J DEFGRID3
* xyz 0 1
C 1.93 -0.84 0.01
C 0.87 1.32 -1.10
C 0.42 0.86 1.32
C 0.64 0.23 -0.03
N -3.03 1.46 0.14
N -0.78 -2.34 0.27
Si -0.89 -0.86 -0.55
H 2.80 -0.15 -0.01
H 1.75 -1.36 0.95
H 1.73 -1.45 -0.95
H -0.03 1.86 -1.43
H 1.18 0.81 -1.98
H 1.69 2.03 -0.93
H 0.08 0.06 2.06
H 1.26 1.39 1.76
H -0.30 1.74 1.20
H -3.32 1.30 1.03
H -3.44 0.81 -0.49
H 0.07 -2.53 0.77
H -1.21 -3.22 -0.06
H -1.42 -1.13 -1.99
*
```

- Relative energy (zero: lowest compared OMol25 entry of this formula, charge and spin): 4.3916 eV
- Maximum force: 0.0828 Eh/bohr
- Frontier orbital gap (alpha / beta): 9.41 / 6.69 eV

ORCA calculation (ωB97M-V with the def2-TZVPD basis set) on a cluster of 2 separate species, C4H12 in total.

```
! wB97M-V def2-TZVPD RIJCOSX def2/J DEFGRID3
* xyz 0 1
C 0.95 0.81 1.61
C 1.52 2.21 1.80
H 1.63 0.03 1.94
H 0.01 0.73 2.15
H 0.76 0.63 0.55
H 0.78 2.96 1.51
H 2.40 2.37 1.17
H 1.78 2.40 2.84
C -0.74 -1.39 -1.13
C -1.73 -1.65 -2.26
H -0.68 -2.25 -0.46
H 0.26 -1.17 -1.51
H -1.01 -0.51 -0.53
H -1.85 -0.74 -2.85
H -2.71 -1.94 -1.87
H -1.37 -2.45 -2.91
*
```

- Relative energy (zero: lowest compared OMol25 entry of this formula, charge and spin): 0.0266 eV
- Structure (SMILES): CC.CC
- Maximum force: 0.0090 Eh/bohr
- Frontier orbital gap: 12.95 eV

ORCA calculation (ωB97M-V with the def2-TZVPD basis set) on an isolated molecule of C3H3N3OS in a non-equilibrium geometry.

```
! wB97M-V def2-TZVPD RIJCOSX def2/J DEFGRID3
* xyz 0 1
C -0.53 -0.67 0.76
C 1.19 1.18 0.71
C 0.89 0.30 -1.20
H -2.36 -0.31 -1.29
H 1.25 1.51 1.69
H 0.14 -0.27 -1.77
N 0.58 0.04 0.12
N 1.80 1.95 -0.11
N 1.68 1.34 -1.42
O -0.73 -0.97 1.88
S -1.92 -1.34 -0.34
*
```

- Relative energy (zero: lowest compared OMol25 entry of this formula, charge and spin): 3.1290 eV
- Structure (SMILES): O=C(S)n1cnnc1
- Maximum force: 0.0606 Eh/bohr
- Frontier orbital gap: 10.29 eV

ORCA calculation (ωB97M-V with the def2-TZVPD basis set) on a structure of composition C18H28N5O6SSiTc.

```
! wB97M-V def2-TZVPD RIJCOSX def2/J DEFGRID3
* xyz 1 2
Tc -0.52 -0.01 -1.10
O -0.04 -3.28 -1.84
C -0.78 -3.30 -0.63
C -2.18 -2.75 -0.78
N -2.25 -1.41 -1.43
C -2.38 -1.52 -2.91
C -1.06 -1.31 -3.63
O -0.73 -1.94 -4.60
O -0.33 -0.34 -3.10
C -3.41 -0.65 -0.92
C -3.28 0.80 -1.39
O -4.21 1.50 -1.64
O -2.01 1.20 -1.45
H -0.43 -3.89 -2.48
H -0.84 -4.30 -0.19
H -0.21 -2.67 0.06
H -2.79 -3.44 -1.37
H -2.64 -2.68 0.21
H -2.84 -2.46 -3.20
H -3.04 -0.72 -3.26
H -4.36 -1.07 -1.26
H -3.39 -0.66 0.17
C 0.23 4.07 4.57
Si -0.44 2.56 3.70
C -2.31 2.52 3.75
C 0.31 0.98 4.39
C 0.08 2.70 1.87
C 0.67 3.84 1.33
C 1.03 3.92 -0.01
C 0.79 2.84 -0.84
N 0.25 1.73 -0.33
C -0.09 1.67 0.97
S -0.81 0.07 1.18
H 0.07 3.97 5.65
H -0.26 4.99 4.25
H 1.31 4.19 4.42
H -2.66 2.46 4.78
H -2.70 1.67 3.20
H -2.73 3.43 3.31
H 0.48 1.09 5.46
H 1.27 0.75 3.92
H -0.35 0.13 4.25
H 0.86 4.70 1.97
H 1.48 4.82 -0.42
H 1.01 2.84 -1.89
C 4.29 -2.82 -2.21
N 3.31 -2.05 -1.45
C 3.45 -1.67 -0.08
C 2.26 -0.75 0.11
O 2.06 -0.11 1.11
N 1.48 -0.78 -1.06
C 2.23 -1.47 -1.98
N 2.00 -1.52 -3.27
H 5.02 -3.22 -1.51
H 4.81 -2.19 -2.94
H 3.81 -3.66 -2.71
H 4.38 -1.13 0.11
H 3.39 -2.51 0.61
H 1.15 -1.09 -3.64
H 2.58 -2.09 -3.87
*
```

- Relative energy (zero: lowest compared OMol25 entry of this formula, charge and spin): 0.0000 eV
- <S²>: 1.095
- Maximum force: 0.0176 Eh/bohr
- Frontier orbital gap (alpha / beta): 6.73 / 7.32 eV

ORCA calculation (ωB97M-V with the def2-TZVPD basis set) on a structure of composition C11H12N2O2 in a non-equilibrium geometry.

```
! wB97M-V def2-TZVPD RIJCOSX def2/J DEFGRID3
* xyz 0 1
C -0.60 -0.25 3.62
C 0.17 0.75 3.04
C -1.08 -1.22 2.80
C 0.52 0.79 1.72
C -0.75 -1.18 1.49
C 0.09 -0.26 0.88
C 1.89 1.71 -1.42
C 2.16 0.55 -0.87
C 0.40 2.02 -1.50
C 0.38 -0.23 -0.63
C 0.13 -1.45 -2.70
N -0.28 0.87 -1.17
N -1.67 0.81 -1.40
O -0.19 2.96 -1.99
O 0.09 -1.35 -1.29
H -0.78 -0.36 4.74
H 0.49 1.54 3.81
H -1.64 -2.04 3.07
H 0.92 1.70 1.26
H -1.13 -2.07 0.88
H 2.59 2.47 -1.67
H 3.07 0.12 -0.52
H 0.82 -2.25 -2.99
H 0.40 -0.47 -3.14
H -0.91 -1.67 -3.08
H -1.92 0.15 -2.16
H -2.01 1.70 -1.73
*
```

- Relative energy (zero: lowest compared OMol25 entry of this formula, charge and spin): 4.7266 eV
- Maximum force: 0.0837 Eh/bohr
- Frontier orbital gap: 9.34 eV

ORCA calculation (ωB97M-V with the def2-TZVPD basis set) on an isolated molecule of C3H7NO2 in a non-equilibrium geometry.

```
! wB97M-V def2-TZVPD RIJCOSX def2/J DEFGRID3
* xyz 0 1
C -1.25 -0.05 -0.38
C 0.09 0.10 0.30
C 1.33 -0.61 -0.24
H -1.96 0.18 0.09
H -1.45 -0.85 -0.65
H -1.37 0.42 -1.13
H 2.36 -0.28 0.38
H 1.22 -1.57 -0.12
H 0.68 -0.94 -2.24
H -0.52 1.81 2.56
N 0.30 0.76 1.32
O 1.43 -0.43 -1.68
O -0.85 1.45 1.78
*
```

- Relative energy (zero: lowest compared OMol25 entry of this formula, charge and spin): 7.6011 eV
- Structure (SMILES): C/C(CO)=N\O
- Maximum force: 0.2953 Eh/bohr
- Frontier orbital gap: 10.66 eV

Q: What is the maximum force in the fifth record?
A: 0.0832 Eh/bohr